No. 1
A 3-piece molecular cluster, C18H36F4N4O13PS overall in a non-equilibrium geometry. Source: the Open Molecules 2025 dataset; level of theory: ωB97M-V with the def2-TZVPD basis set.

Cartesian coordinates (Å):
C 0.126 -0.660 1.566
N -0.085 -0.644 0.102
C -1.052 -1.460 -0.516
N -2.120 -0.857 -1.119
C -2.719 0.217 -0.305
C -4.061 -0.214 0.364
O -4.143 -1.635 0.469
C -5.288 0.365 -0.357
N -5.791 1.529 0.400
P -1.895 -0.361 -2.838
O -3.441 -0.204 -3.238
O -1.532 -1.865 -3.315
N -0.945 -2.774 -0.525
C -1.965 -3.653 -1.128
C -2.726 -4.502 -0.083
C -2.596 -6.021 -0.335
C -2.865 -6.790 0.929
O -2.025 -7.316 1.565
O -4.176 -6.884 1.291
C 0.186 -3.492 0.123
F 1.349 -2.962 -0.172
F 0.179 -4.736 -0.294
F 0.007 -3.491 1.435
S 1.046 0.024 -0.892
O 0.804 1.407 -1.069
O 1.120 -0.816 -2.038
F 2.290 -0.147 -0.013
H 1.080 -1.084 1.868
H 0.077 0.361 1.948
H -0.670 -1.212 2.058
H -2.937 1.070 -0.950
H -2.052 0.584 0.471
H -4.040 0.158 1.388
H -4.582 -1.958 -0.325
H -6.061 -0.410 -0.400
H -5.014 0.693 -1.358
H -5.906 1.236 1.366
H -6.735 1.732 0.086
H -3.992 -0.986 -3.077
H -0.975 -1.808 -4.107
H -1.495 -4.281 -1.880
H -2.677 -3.041 -1.664
H -3.782 -4.251 -0.157
H -2.403 -4.241 0.925
H -1.637 -6.297 -0.758
H -3.362 -6.302 -1.062
H -4.573 -6.007 1.363
C 3.991 0.537 -2.684
C 4.901 0.511 -3.893
O 5.155 1.828 -4.393
C 6.057 2.532 -3.704
O 6.663 2.146 -2.738
O 6.171 3.727 -4.274
C 7.073 4.619 -3.610
H 3.074 1.083 -2.912
H 3.741 -0.480 -2.386
H 4.477 1.037 -1.846
H 4.427 -0.021 -4.716
H 5.842 0.008 -3.671
H 8.045 4.154 -3.468
H 6.661 4.924 -2.650
H 7.173 5.485 -4.256
C 2.770 5.170 2.756
C 3.125 4.564 4.096
O 2.039 4.665 5.033
C 1.064 3.779 4.889
O 1.019 2.893 4.070
O 0.135 4.034 5.808
C -1.019 3.195 5.749
H 2.427 6.197 2.883
H 3.640 5.168 2.101
H 1.972 4.609 2.271
H 3.945 5.112 4.555
H 3.432 3.523 4.000
H -0.737 2.144 5.762
H -1.601 3.417 4.855
H -1.607 3.426 6.631

Values from the calculation:
M: 655.5 g mol⁻¹
E_tot: -3043.43010 a.u.
Lowest unoccupied orbital energy: -4.685 eV
Total charge: +1
Orbital gap: 7.7 eV

No. 2
One molecule with the formula C9H10N2O2 in a non-equilibrium geometry. Source: the Open Molecules 2025 dataset; level of theory: ωB97M-V with the def2-TZVPD basis set.

Cartesian coordinates (Å):
C -1.944 0.025 -1.558
C -2.836 -0.271 -0.738
C -0.756 -0.009 -2.142
C -3.738 -0.371 0.157
C 0.279 -0.890 -0.153
C -4.671 -0.809 1.240
C 1.696 -0.516 -1.883
C -0.283 -0.760 2.108
C -0.405 1.298 0.790
N 0.343 -0.456 -1.447
N -0.256 -0.157 0.789
O -5.226 -0.320 0.140
O -4.987 -1.373 2.244
H -0.401 0.139 -3.102
H 1.728 -0.824 -3.020
H 2.295 -1.321 -1.308
H 2.020 0.523 -1.700
H 0.239 -1.705 2.028
H 0.323 -0.161 2.948
H -1.203 -1.116 2.564
H -0.362 1.812 -0.216
H -1.383 1.717 1.225
H 0.392 1.712 1.528

Values from the calculation:
Spin multiplicity: 3
M: 178.2 g mol⁻¹
E_tot: -608.56570 a.u.
Lowest unoccupied orbital energy (spin up / spin down): 0.442 / -1.812 eV
⟨S²⟩: 2.02
Total charge: 0
Orbital gap (spin up / spin down): 5.8 / 6.5 eV

No. 3
C25H18Br2IrN3O3 as an isolated structure in a non-equilibrium geometry. Source: the Open Molecules 2025 dataset; level of theory: ωB97M-V with the def2-TZVPD basis set.

Cartesian coordinates (Å):
Ir -1.138 0.222 0.371
O -0.122 -1.489 1.199
C -0.063 -2.388 0.248
C 1.183 -2.821 -0.261
C 1.255 -3.767 -1.257
C 0.099 -4.377 -1.756
C -1.129 -4.004 -1.261
C -1.236 -2.992 -0.302
C -2.503 -2.537 0.188
N -2.659 -1.353 0.646
C -3.816 -0.907 1.375
C -3.297 -0.131 2.582
N -2.305 0.817 2.118
C -1.625 1.549 2.921
C -0.689 2.543 2.474
C 0.183 3.131 3.376
C 1.050 4.144 2.989
C 1.016 4.634 1.673
C 0.187 4.071 0.746
C -0.642 2.955 1.081
O -1.283 2.356 0.165
H 2.075 -2.375 0.159
H 2.220 -4.047 -1.659
H 0.173 -5.140 -2.517
H -2.033 -4.463 -1.643
H -3.336 -3.243 0.192
H -4.446 -1.738 1.697
H -4.397 -0.236 0.737
H -2.867 -0.814 3.321
H -4.129 0.396 3.054
H -1.754 1.460 4.002
H 0.202 2.771 4.398
H 1.745 4.561 3.703
H 1.678 5.440 1.386
H 0.170 4.393 -0.287
Br 3.680 2.163 1.245
C 3.097 1.302 -0.321
C 3.946 1.142 -1.411
C 3.503 0.513 -2.549
Br 4.690 0.344 -4.010
C 2.175 0.037 -2.642
C 1.633 -0.606 -3.774
C 0.317 -0.991 -3.770
C -0.470 -0.714 -2.648
N 0.014 -0.130 -1.573
C 1.314 0.231 -1.536
C 1.764 0.846 -0.320
O 0.992 0.978 0.689
H 4.958 1.516 -1.357
H 2.262 -0.787 -4.634
H -0.121 -1.496 -4.618
H -1.521 -0.971 -2.627

Values from the calculation:
Spin multiplicity: 2
M: 760.5 g mol⁻¹
E_tot: -6605.54977 a.u.
Lowest unoccupied orbital energy (spin up / spin down): -4.077 / -5.999 eV
⟨S²⟩: 0.80
Total charge: +1
Orbital gap (spin up / spin down): 6.0 / 4.1 eV

No. 4
One molecule with the formula C21H26N2O5. Source: the Open Molecules 2025 dataset; level of theory: ωB97M-V with the def2-TZVPD basis set.

Cartesian coordinates (Å):
C 1.131 -3.064 4.589
C 2.325 -3.292 3.673
O 1.953 -3.160 2.301
C 1.418 -4.228 1.710
O 1.284 -5.300 2.244
C 0.965 -3.926 0.295
C -0.409 -3.243 0.365
C -0.885 -2.931 -1.056
N 0.069 -2.065 -1.708
C 0.000 -0.714 -1.786
O 0.928 -0.051 -2.207
C -1.334 -0.068 -1.391
C -1.138 1.396 -1.222
C -0.259 1.986 -0.324
C 0.537 1.229 0.623
O 0.356 0.055 0.872
O 1.519 1.908 1.252
N -0.266 3.357 -0.501
C 0.431 4.349 0.277
C -0.360 4.735 1.526
C -1.162 3.653 -1.482
C -1.553 4.884 -2.006
C -2.480 4.888 -3.022
C -3.024 3.698 -3.524
C -2.655 2.479 -3.014
C -1.716 2.443 -1.977
C 1.369 -2.692 -1.846
C 1.935 -3.020 -0.464
H 1.455 -3.084 5.626
H 0.675 -2.100 4.374
H 0.393 -3.846 4.434
H 3.097 -2.536 3.833
H 2.743 -4.291 3.834
H 0.861 -4.887 -0.221
H -0.311 -2.307 0.918
H -1.129 -3.889 0.872
H -0.942 -3.860 -1.637
H -1.876 -2.482 -1.045
H -2.070 -0.265 -2.172
H -1.675 -0.494 -0.447
H 2.003 1.293 1.825
H 0.580 5.227 -0.357
H 1.409 3.959 0.559
H 0.168 5.506 2.079
H -1.344 5.110 1.251
H -0.488 3.869 2.171
H -1.149 5.813 -1.632
H -2.800 5.829 -3.446
H -3.747 3.752 -4.324
H -3.077 1.564 -3.403
H 1.258 -3.604 -2.443
H 2.021 -1.993 -2.371
H 2.058 -2.089 0.091
H 2.908 -3.501 -0.565

Values from the calculation:
M: 386.4 g mol⁻¹
E_tot: -1301.61745 a.u.
Lowest unoccupied orbital energy: 0.351 eV
Total charge: 0
SMILES string: CCOC(=O)C1CCN(C(=O)Cc2c(C(=O)O)n(CC)c3ccccc23)CC1
Orbital gap: 8.3 eV

No. 5
A 2-piece molecular cluster, C4H6N2O4 overall in a non-equilibrium geometry. Source: the Open Molecules 2025 dataset; level of theory: ωB97M-V with the def2-TZVPD basis set.

Cartesian coordinates (Å):
O -0.989 -1.387 1.586
C -1.367 -1.083 0.470
N -0.719 -0.068 -0.351
C 0.361 0.705 0.096
C 1.663 0.343 0.244
O 2.379 1.382 0.667
N 1.553 2.466 0.879
C 0.353 2.077 0.523
O -0.663 2.915 0.610
H -2.372 -1.326 0.078
H -1.217 0.236 -1.179
H 2.200 -0.577 0.035
H -1.529 2.508 0.368
O -0.167 -2.970 -1.478
H -0.069 -1.943 -1.587
H 0.584 -3.279 -0.960

Values from the calculation:
M: 146.1 g mol⁻¹
E_tot: -566.42839 a.u.
Lowest unoccupied orbital energy: 0.092 eV
Total charge: 0
SMILES string: O=CNc1conc1O.O
Orbital gap: 10.1 eV

No. 6
One molecule with the formula C21H17BrN6O4S in a non-equilibrium geometry. Source: the Open Molecules 2025 dataset; level of theory: ωB97M-V with the def2-TZVPD basis set.

Cartesian coordinates (Å):
N 6.987 -4.348 2.259
C 5.723 -4.267 1.733
C 4.824 -5.301 1.988
C 3.511 -5.163 1.410
C 3.147 -4.168 0.615
O 1.846 -4.148 0.183
C 1.156 -3.039 0.618
C 0.646 -2.171 -0.438
C 0.380 -0.854 -0.204
C 0.223 -0.338 1.124
N -0.280 0.969 1.314
C -0.830 1.698 0.323
N -0.121 2.720 0.180
C -0.381 3.477 -0.865
N 0.176 4.674 -0.866
N -1.443 3.385 -1.658
C -2.134 2.177 -1.522
O -3.058 1.759 -2.408
C -3.740 2.710 -3.215
C -4.780 3.456 -2.431
C -4.994 3.631 -1.113
C -6.166 4.504 -0.766
Br -6.555 4.712 1.087
C -6.664 5.045 -1.932
S -5.813 4.523 -3.353
C -1.788 1.308 -0.554
N -2.446 0.110 -0.306
O -3.008 -0.206 0.777
O -2.356 -0.738 -1.192
C 0.533 -1.198 2.100
C 1.102 -2.501 1.968
C 4.146 -3.121 0.373
C 5.400 -3.105 1.060
H 7.174 -5.194 2.717
H 7.674 -3.683 1.968
H 4.973 -6.093 2.799
H 2.814 -5.944 1.801
H 0.636 -2.584 -1.498
H 0.265 -0.256 -1.028
H 0.237 1.550 1.905
H -0.474 5.384 -1.121
H 0.875 4.851 -0.104
H -3.137 3.429 -3.812
H -4.304 2.138 -3.844
H -4.473 3.091 -0.317
H -7.431 5.815 -2.034
H 0.518 -0.893 3.125
H 1.498 -3.161 2.674
H 3.888 -2.369 -0.294
H 6.023 -2.272 0.773

Values from the calculation:
M: 529.4 g mol⁻¹
E_tot: -4411.92657 a.u.
Lowest unoccupied orbital energy: -0.113 eV
Total charge: 0
SMILES string: Nc1ccc(Oc2ccc(Nc3nc(N)nc(OCc4cc(Br)cs4)c3[N+](=O)[O-])cc2)cc1
Orbital gap: 7.5 eV

> The highest M belongs to which entry?

C25H18Br2IrN3O3

> Which of these has the highest M?

C25H18Br2IrN3O3

> Number 5 is which compound?

C4H6N2O4

> Look up the E_tot of the sixth one.

-4411.92657 a.u.